Record 1
A structure of composition C40H35F3N7PPt, computed with ωB97M-V/def2-TZVPD.

For the LUMO energy (spin up / spin down), the calculation gives -0.3969 / -0.5211 Eh. The calculation puts the molar mass at 896.81 g/mol. The energy above the lowest of the compared OMol25 structures with the same formula, charge and spin is 0.2226 eV. For the largest force on an atom, the calculation gives 0.6 eV/Å. Its spin multiplicity is 5. As for the net charge: +4. The value obtained for the energy is -73129.4493 eV. The calculation puts the HOMO-LUMO gap (spin up / spin down) at 7.0 / 4.4 eV. The expectation value of S² is 6.055.

Each line ends with the Mulliken spin population.
CARTESIAN COORDINATES (ANGSTROEM)
H (1.69732, -5.55254, 1.03828)  0.005
C (1.59033, 0.36008, -1.93543)  0.038
C (-3.50186, -0.92449, 0.07359)  0.005
C (2.15242, -1.15679, -3.73081)  -0.009
C (-1.83170, 3.80549, -4.68023)  0.002
C (0.65300, 3.80777, 0.32923)  0.014
H (-0.38534, 3.60761, 0.58124)  -0.005
C (-3.85662, -2.57638, -1.36490)  -0.011
C (-2.53180, -2.15042, -1.44086)  -0.001
C (3.02383, 1.11231, 3.78336)  -0.004
H (3.08322, 0.55098, -0.38788)  0.005
C (-0.63723, 4.26947, -4.11288)  0.252
C (1.05993, -4.92058, 1.64523)  0.063
C (-2.13586, -3.74527, -3.14075)  -0.001
N (-2.35375, -1.10326, -0.53013)  0.129
H (3.04410, 6.15428, 0.78130)  0.000
N (-1.43456, -2.41981, 3.84313)  0.002
H (-2.45256, 1.50240, 1.95019)  -0.007
H (-5.39954, -3.90372, -2.12574)  0.000
H (-2.92357, 0.28515, -3.51690)  -0.017
C (-2.31994, 2.60284, -4.27822)  0.158
C (-0.21617, -2.94098, 2.03257)  0.202
C (3.27698, 4.36571, -0.38005)  -0.001
H (-1.48064, -4.23093, -3.85392)  0.000
H (4.29892, 4.58573, -0.65923)  0.000
H (1.05056, -6.32113, 3.30557)  -0.005
C (2.57232, 5.24365, 0.43471)  0.004
H (0.70574, 5.65887, 1.41110)  0.000
H (-0.60096, -2.42384, -2.39411)  -0.003
N (-0.77961, -1.74450, 1.82131)  0.148
C (-0.45057, 2.34634, -2.61534)  0.121
H (4.64087, -1.03428, -1.43304)  0.000
C (-2.24574, -0.18010, 3.07450)  -0.005
C (0.67461, -5.36756, 2.94713)  0.250
C (2.80362, 0.05856, -1.30967)  0.039
C (-1.64103, -2.73838, -2.33712)  0.000
H (-3.22267, 2.19606, -4.72299)  -0.001
C (0.02109, 3.53984, -3.08659)  0.048
C (1.26774, -0.26198, -3.14882)  0.057
H (-4.48527, -0.14711, 1.80915)  0.000
H (-1.75238, 0.05117, -2.26933)  -0.068
C (-4.36399, -3.58708, -2.17516)  0.000
C (-0.60564, -3.42189, 3.32651)  0.032
H (0.34940, -0.02128, -3.67150)  -0.004
C (0.63392, -3.72396, 1.17165)  0.098
H (-1.66253, 0.46631, 3.73548)  0.012
H (3.96630, -0.63790, 2.95004)  0.001
H (0.91062, -3.36375, 0.18725)  -0.003
N (-2.12767, 0.63904, -3.00052)  0.307
H (2.10982, -1.03160, 1.35154)  -0.025
H (-0.20792, 5.20534, -4.45074)  -0.006
F (4.06432, 2.57522, 5.29958)  0.000
H (3.21545, 2.56703, -1.53625)  0.002
P (0.44342, 1.54527, -1.18837)  0.057
H (0.06973, 2.29931, 2.70239)  0.004
N (-4.44110, -1.77393, -0.38117)  -0.001
C (-1.63908, 1.83481, -3.26767)  0.127
C (1.35818, 2.92130, -0.48642)  -0.013
H (-0.47960, -4.99086, 4.78310)  0.004
H (-4.09646, 1.04443, 0.58687)  0.003
N (-2.45002, 0.50525, 1.77676)  0.173
C (4.12496, 1.34453, 4.80466)  -0.001
C (-3.47900, -4.16075, -3.05971)  0.001
H (4.05189, -2.13783, -3.56725)  0.000
C (2.07916, -0.19172, 2.03541)  0.036
C (-1.50347, -1.46305, 2.92453)  0.101
H (1.91541, -1.60510, -4.68830)  0.000
H (-2.34726, 4.38766, -5.43297)  0.007
C (-0.18656, -4.61152, 3.80959)  0.136
H (-3.19595, -0.36806, 3.58091)  0.001
C (3.68456, -0.83516, -1.90031)  -0.022
C (3.10892, 0.02393, 2.92707)  0.006
C (3.35879, -1.44653, -3.10628)  0.042
H (-3.82802, -4.95212, -3.71064)  0.000
H (-5.40208, -1.82621, -0.07524)  0.002
C (1.25620, 4.96698, 0.78519)  -0.001
F (5.31554, 1.15222, 4.23994)  0.000
F (3.98045, 0.46871, 5.80386)  0.000
H (1.82408, 2.79401, 4.38299)  0.001
C (2.66976, 3.21072, -0.85661)  0.010
Pt (-0.63102, 0.03846, 0.35382)  1.361
C (-3.72164, 0.15279, 1.08969)  0.007
C (0.93743, 1.65949, 2.78954)  -0.011
H (-1.89230, -2.43023, 4.74804)  0.000
C (1.91972, 1.94117, 3.72265)  0.001
N (1.00925, 0.61644, 1.95285)  0.108
H (0.92676, 3.95987, -2.67342)  0.040

Force components x, y, z for each atom (eV/Å):
H -0.032 -0.013 0.109
C -0.143 0.046 -0.110
C -0.306 -0.073 -0.028
C -0.096 0.026 -0.029
C 0.131 0.193 -0.029
C -0.106 0.005 0.059
H 0.029 0.002 0.009
C -0.093 0.218 0.135
C 0.010 0.049 0.116
C 0.037 -0.017 0.051
H 0.000 0.007 0.015
C 0.072 0.001 0.045
C 0.011 -0.231 0.256
C 0.013 -0.046 -0.052
N 0.379 0.055 -0.175
H 0.001 -0.033 0.018
N 0.107 -0.135 -0.127
H -0.019 0.070 0.039
H 0.080 0.006 0.017
H 0.021 -0.014 0.038
C 0.021 -0.190 0.090
C 0.028 -0.260 -0.055
C 0.002 0.024 0.024
H -0.046 0.018 0.042
H -0.016 0.019 -0.017
H -0.053 0.057 -0.030
C 0.099 -0.023 -0.059
H 0.008 -0.018 -0.050
H -0.108 -0.018 -0.021
N -0.039 -0.081 0.240
C -0.252 -0.194 0.043
H -0.026 -0.013 -0.008
C -0.153 0.079 -0.079
C -0.096 0.095 0.092
C 0.067 -0.128 0.053
C 0.213 -0.014 -0.015
H 0.052 -0.024 0.058
C 0.011 0.170 -0.144
C 0.038 0.014 -0.025
H -0.026 0.016 0.047
H 0.007 -0.036 0.022
C -0.201 0.026 0.097
C 0.006 0.259 -0.287
H 0.048 -0.005 0.001
C -0.245 0.390 0.139
H 0.048 0.030 -0.026
H -0.037 0.025 0.005
H -0.060 0.032 0.056
N -0.114 -0.097 0.088
H -0.003 0.021 -0.032
H -0.002 -0.035 0.040
F 0.032 -0.008 -0.010
H -0.018 0.034 0.066
P -0.537 -0.011 -0.236
H -0.029 0.042 -0.044
N -0.025 -0.115 -0.017
C 0.090 0.216 -0.115
C -0.105 -0.058 -0.018
H 0.106 -0.045 -0.075
H 0.028 0.068 -0.018
N 0.133 -0.165 -0.008
C 0.002 -0.006 0.011
C 0.100 -0.071 -0.106
H 0.022 0.031 -0.011
C -0.067 0.092 0.023
C 0.033 0.110 -0.138
H -0.001 0.006 0.059
H 0.048 -0.012 -0.006
C 0.254 -0.534 0.023
H -0.049 0.051 0.034
C -0.002 -0.026 0.018
C 0.042 -0.061 -0.042
C 0.044 -0.009 0.068
H 0.041 0.028 0.004
H -0.017 0.028 0.007
C -0.062 0.023 0.080
F 0.014 0.028 0.024
F 0.007 -0.001 0.004
H 0.005 -0.025 -0.041
C 0.136 0.047 -0.058
Pt 0.570 0.157 -0.065
C 0.033 -0.064 0.002
C 0.035 -0.104 -0.124
H 0.004 0.016 -0.036
C -0.072 0.085 0.027
N -0.067 -0.088 0.036
H 0.006 0.087 0.036


Record 2
A cluster of 6 separate species, C40H35F5N2O2 in total, computed with ωB97M-V/def2-TZVPD.

For the LUMO energy, the calculation gives -0.0157 Eh. The calculation puts the molar mass at 670.72 g/mol. For the largest force on an atom, the calculation gives 0.9 eV/Å. Its spin multiplicity is 1. As for the net charge: 0. The SMILES is CNCc1cccc2c1C(=O)NC2=O.Fc1ccccc1.Fc1ccccc1.Fc1ccccc1.Fc1ccccc1.Fc1ccccc1. The value obtained for the energy is -62710.7458 eV. The calculation puts the HOMO-LUMO gap at 8.7 eV.

Each line ends with the Löwdin charge.
CARTESIAN COORDINATES (ANGSTROEM)
C (0.08456, 0.32910, 1.77187)  -0.005
C (-8.44048, -0.61558, 4.46081)  -0.017
F (-4.08602, 2.64206, 1.33145)  0.052
H (-5.97221, 1.75677, 7.83418)  0.104
H (-0.06823, 1.28212, 5.01793)  0.122
C (1.64150, -3.74388, -2.50494)  -0.042
H (9.89897, -2.93562, -9.42147)  0.105
C (-5.22786, 1.88679, 7.06013)  -0.083
H (-2.79734, 6.53049, -1.84123)  0.099
C (8.92646, -1.34574, -8.35906)  -0.094
F (0.04130, -0.95826, 3.73945)  0.056
H (6.15440, -3.59568, -1.07022)  0.079
C (2.99480, -3.58200, -2.81469)  -0.001
C (-3.06635, 5.71785, -1.17969)  -0.099
C (0.06569, 1.57976, 1.17197)  -0.087
C (8.73544, -3.67573, -7.78568)  -0.016
H (3.59334, -4.44843, -3.03925)  0.109
H (7.83813, 0.02097, -7.11367)  0.107
H (5.12384, -1.63128, -4.14379)  0.119
H (-4.99155, 4.00515, 7.41048)  0.116
C (-0.02774, 2.63031, 3.33258)  -0.091
H (-6.48283, -3.76439, 3.38005)  0.104
H (-1.87622, 4.26477, -2.22003)  0.105
H (-4.33099, 6.93566, 0.05325)  0.103
C (-4.81539, 0.79926, 6.30192)  -0.101
F (-3.22466, 4.51066, 5.59364)  0.052
C (7.56421, -2.00771, -6.49022)  -0.014
C (-3.86532, 0.96893, 5.30440)  -0.077
C (-4.28098, 4.90749, 0.73511)  -0.017
C (-3.74886, 3.28927, 5.82767)  -0.283
C (-0.02155, 1.38315, 3.94142)  -0.030
H (0.12616, -0.57836, 1.18281)  0.115
H (0.07908, 1.65640, 0.09514)  0.070
C (-3.75216, 3.65342, 0.50498)  -0.288
H (-5.59875, -1.51644, 2.85476)  0.101
C (1.42615, -1.41067, -2.21064)  -0.093
C (8.08720, -1.01400, -7.30456)  -0.077
H (9.33003, -0.56826, -8.99345)  0.102
C (9.24756, -2.67497, -8.59844)  -0.081
H (-0.07358, 3.52397, 3.94106)  0.110
H (-0.22526, -2.75670, -1.98160)  0.120
C (0.82554, -2.65826, -2.20435)  0.007
H (-0.00677, 3.70298, 1.47588)  0.105
F (-10.07559, -2.00955, 5.41446)  0.055
C (2.76472, -1.22753, -2.51622)  -0.047
H (-8.62788, -3.99371, 4.61993)  0.116
C (-3.32808, 2.22353, 5.05863)  -0.014
H (1.98975, 1.38593, -1.18488)  0.147
H (-2.59590, 2.37759, 4.27816)  0.095
F (7.39666, -4.29406, -5.95384)  0.050
C (-7.02945, -2.88228, 3.68536)  -0.085
O (-0.29861, 0.18716, -1.68463)  0.116
C (0.83776, -0.07862, -1.93999)  -0.397
H (-9.00863, 0.25200, 4.76886)  0.118
H (8.97761, -4.71702, -7.95046)  0.118
H (-5.23782, -0.17987, 6.48569)  0.102
C (-7.23939, -0.48894, 3.77820)  -0.089
H (-4.95499, 5.06237, 1.56714)  0.117
C (3.06732, 0.22351, -2.46282)  -0.377
C (0.01183, 2.73009, 1.94942)  -0.085
H (7.28209, -2.48127, -1.84382)  0.076
C (5.04143, -2.11921, -3.17598)  -0.170
C (-4.68931, 3.14492, 6.82805)  -0.019
N (5.80586, -3.36308, -3.11796)  -0.112
H (6.33328, -3.47395, -3.96992)  0.068
H (5.43322, -1.40935, -2.44799)  0.112
H (-6.85093, 0.49537, 3.55301)  0.106
N (1.87079, 0.89648, -2.06965)  0.177
C (-8.91115, -1.88123, 4.74774)  -0.290
C (-2.88947, 3.40438, -0.54345)  -0.020
C (6.71964, -3.41021, -1.98178)  -0.119
H (7.42767, -4.22149, -2.11917)  0.078
C (0.03779, 0.25408, 3.15003)  -0.283
O (4.09400, 0.76061, -2.74747)  0.139
H (-2.49066, 2.40777, -0.68653)  0.113
H (6.90419, -1.76919, -5.66639)  0.097
C (-3.92954, 5.94563, -0.11615)  -0.085
H (1.21231, -4.73424, -2.51044)  0.106
C (3.57938, -2.31644, -2.83139)  -0.110
C (-8.22637, -3.01989, 4.37354)  -0.020
C (-6.53411, -1.61957, 3.38890)  -0.099
C (7.90021, -3.32154, -6.74650)  -0.280
C (-2.54820, 4.44700, -1.39206)  -0.081
H (-3.54102, 0.12268, 4.71274)  0.106

Force components x, y, z for each atom (eV/Å):
C 0.016 -0.140 -0.123
C -0.064 0.130 0.044
F -0.002 -0.024 0.025
H 0.005 0.011 0.018
H 0.012 -0.028 -0.009
C -0.049 0.182 -0.012
H 0.012 -0.016 0.004
C 0.077 -0.028 -0.094
H 0.000 -0.002 -0.002
C 0.013 0.030 -0.020
F 0.006 -0.022 0.011
H -0.001 -0.040 0.128
C -0.487 0.354 0.191
C 0.012 0.040 -0.012
C 0.049 0.148 0.184
C 0.042 -0.156 -0.037
H 0.202 -0.019 -0.034
H -0.021 0.001 0.012
H -0.036 0.007 -0.203
H 0.012 0.010 -0.022
C 0.003 -0.044 -0.103
H -0.004 -0.017 0.012
H 0.008 -0.022 0.001
H -0.019 0.000 0.010
C -0.054 -0.083 0.036
F 0.013 0.030 -0.008
C -0.092 0.006 0.127
C -0.065 0.031 0.075
C -0.098 0.038 0.122
C -0.092 -0.186 0.048
C 0.034 -0.030 0.212
H -0.039 -0.001 0.016
H -0.102 -0.018 -0.042
C 0.062 0.149 -0.099
H -0.005 0.009 -0.006
C 0.060 -0.028 -0.165
C 0.052 -0.058 -0.062
H 0.001 -0.002 -0.002
C -0.051 0.076 0.057
H -0.011 -0.006 0.021
H -0.085 -0.088 0.035
C 0.280 0.184 -0.092
H -0.012 -0.004 -0.008
F -0.025 -0.003 0.015
C -0.215 -0.699 -0.167
H -0.024 0.018 0.002
C 0.108 0.048 -0.153
H -0.076 0.691 -0.446
H -0.019 0.024 -0.010
F -0.026 0.024 0.049
C -0.005 0.112 0.013
O -0.588 0.110 0.325
C 0.222 -0.056 -0.248
H -0.009 -0.020 0.017
H -0.026 -0.001 0.015
H -0.007 0.002 -0.012
C 0.025 -0.074 -0.009
H 0.017 -0.023 0.011
C -0.311 -0.417 -0.114
C 0.012 0.052 -0.026
H 0.079 0.078 -0.011
C -0.114 -0.402 0.607
C -0.057 0.121 0.082
N 0.164 0.334 -0.256
H 0.021 -0.111 -0.091
H 0.153 0.228 -0.048
H -0.008 0.013 0.005
N 0.173 -0.648 0.638
C 0.152 0.017 -0.086
C 0.111 -0.243 -0.026
C -0.193 -0.036 -0.051
H 0.030 -0.133 0.030
C -0.018 0.172 -0.090
O 0.568 0.462 0.132
H -0.025 -0.003 0.006
H 0.014 -0.002 0.002
C 0.067 -0.072 -0.063
H 0.006 -0.127 0.008
C 0.209 0.104 -0.222
C -0.045 -0.149 0.030
C 0.053 -0.006 -0.018
C 0.083 0.138 -0.123
C -0.069 0.093 0.070
H 0.007 0.008 -0.021